Molecular formula: C5H8O2
Method: DFT, wB97M-V/def2-TZVPD

```
15
C5H8O2 (wB97M-V/def2-TZVPD)
C 1.666 -0.677 0.139
C 0.476 0.236 0.494
C 0.529 1.328 -0.529
O -0.344 0.916 -1.511
C -1.375 0.168 -1.074
C -0.905 -0.399 0.270
O -0.969 -1.801 0.157
H 2.603 -0.113 0.154
H 1.546 -1.107 -0.861
H 1.724 -1.495 0.859
H 0.617 0.641 1.500
H -1.332 2.439 0.233
H -1.953 2.091 0.012
H -1.588 -0.117 1.078
H -0.751 -2.038 -0.756
```

The value obtained for the largest force on an atom is 0.39 eV Å⁻¹. Its multiplicity is 1. The total energy is -345.5355 hartree. The relative energy (zero: lowest compared OMol25 entry of this formula, charge and spin) is 169.1 kcal/mol. For the orbital gap, the calculation gives 8.26 eV. As for the total charge: 0.